Record 1
# C33H30BrN4O2Pb

A molecular structure, C33H30BrN4O2Pb (ωB97M-V/def2-TZVPD, the OMol25 dataset).

The LUMO energy is -8.65 eV. The HOMO-LUMO gap comes out at 8.001 eV. Its energy above the lowest of the compared OMol25 structures with the same formula, charge and spin is 0.0 kJ/mol. For the HOMO energy, the calculation gives -16.6487 eV. The multiplicity is 1. As for the net charge: +3.

XYZ file:
```
71
Properties=species:S:1:pos:R:3:forces:R:3:lowdin_charge:R:1
Pb -1.011 -0.104 -0.642 -0.0700 0.0038 -0.0480 1.52
C -2.199 0.144 -4.391 0.0378 0.0240 -0.0149 -0.02
C -2.753 -0.304 -3.070 -0.0313 -0.0182 0.0432 -0.33
C -2.452 -1.580 -2.563 0.0453 0.0792 0.0156 -0.11
C -3.045 -2.062 -1.382 -0.0373 -0.0028 -0.0334 -0.34
C -2.836 -3.483 -0.943 0.0194 -0.0272 0.0048 -0.02
C -3.908 -1.215 -0.681 0.0400 -0.0148 -0.0316 -0.05
C -4.224 0.059 -1.157 -0.0139 0.0016 -0.0098 -0.29
C -5.232 0.910 -0.444 -0.0157 0.0299 0.0118 -0.02
C -3.628 0.503 -2.342 0.0259 -0.0384 -0.0110 -0.04
H -2.879 -0.152 -5.192 -0.0061 -0.0024 0.0013 0.11
H -1.232 -0.314 -4.603 0.0017 -0.0014 -0.0030 0.09
H -2.097 1.227 -4.438 -0.0063 0.0027 -0.0098 0.09
H -1.824 -2.242 -3.153 -0.0095 -0.0179 -0.0067 0.13
H -3.622 -4.110 -1.369 0.0006 0.0043 -0.0065 0.11
H -2.894 -3.589 0.139 -0.0035 0.0032 0.0094 0.08
H -1.887 -3.891 -1.297 -0.0022 -0.0011 0.0096 0.08
H -4.379 -1.577 0.226 -0.0054 0.0008 0.0082 0.14
H -6.232 0.685 -0.823 0.0032 -0.0101 -0.0028 0.11
H -5.058 1.971 -0.614 0.0006 0.0051 0.0062 0.09
H -5.243 0.713 0.628 0.0018 -0.0001 0.0021 0.09
H -3.886 1.482 -2.728 -0.0023 0.0094 -0.0050 0.14
O -1.463 6.129 1.387 -0.0126 0.0124 0.0110 0.41
C -1.074 5.082 1.218 -0.0473 -0.0065 -0.0630 -0.21
O -0.683 3.964 1.014 0.0316 0.0563 0.0546 0.22
C 0.647 3.336 1.819 0.0509 -0.0989 0.0822 -0.13
C 1.299 4.245 2.636 -0.0312 -0.0313 -0.0628 0.04
C 2.363 3.652 3.276 -0.0186 -0.0551 -0.0298 0.07
C 2.672 2.289 3.056 0.0624 0.0558 0.0632 -0.13
C 3.766 1.657 3.695 -0.0240 -0.0069 -0.0276 0.02
C 4.041 0.344 3.438 0.0007 0.0132 0.0067 -0.02
C 3.242 -0.390 2.535 -0.0113 0.0173 -0.0101 -0.02
C 2.172 0.189 1.904 0.0668 -0.0313 0.0326 -0.02
C 1.872 1.535 2.162 -0.1277 -0.0934 -0.1698 -0.17
N 0.789 2.134 1.530 0.1024 0.2464 0.1200 0.21
H 1.031 5.284 2.760 0.0143 0.0098 0.0256 0.14
H 2.973 4.238 3.951 -0.0080 0.0125 0.0012 0.15
H 4.376 2.228 4.381 0.0072 -0.0021 0.0060 0.14
H 4.876 -0.141 3.924 0.0040 0.0025 0.0033 0.13
H 3.486 -1.426 2.344 -0.0095 -0.0060 -0.0057 0.12
H 1.557 -0.374 1.215 -0.0174 0.0109 0.0046 0.08
N 0.636 -1.922 -1.157 -0.0232 -0.0798 0.0625 0.02
C 1.952 -1.490 -1.608 -0.0062 0.0280 -0.0356 -0.24
C 3.008 -2.352 -1.682 0.0211 0.0221 0.0046 0.01
C 4.260 -1.916 -2.171 -0.0256 0.0011 0.0103 -0.02
C 4.419 -0.631 -2.600 -0.0045 0.0049 0.0028 0.01
C 3.338 0.282 -2.536 0.0211 0.0023 -0.0070 -0.13
C 3.435 1.617 -2.987 -0.0002 0.0177 -0.0001 0.04
C 2.351 2.447 -2.900 -0.0421 -0.0484 0.0306 -0.01
C 1.169 1.945 -2.336 0.0415 0.0476 -0.0310 -0.13
N 1.036 0.707 -1.905 -0.0696 -0.0682 0.0180 -0.04
C 2.097 -0.144 -2.016 0.0294 -0.0079 -0.0005 -0.19
H 0.184 -2.452 -1.902 0.0110 0.0095 -0.0057 0.10
H 0.751 -2.579 -0.389 0.0011 -0.0022 0.0001 0.08
H 2.887 -3.387 -1.383 -0.0052 -0.0036 0.0018 0.13
H 5.080 -2.618 -2.222 0.0062 0.0010 -0.0033 0.13
H 5.366 -0.295 -3.000 0.0028 -0.0030 -0.0029 0.14
H 4.369 1.970 -3.407 0.0058 -0.0070 -0.0024 0.14
H 2.388 3.467 -3.253 0.0032 0.0058 -0.0042 0.12
H 0.298 2.588 -2.244 -0.0093 0.0006 0.0069 0.11
Br -0.665 -5.022 3.372 0.0147 -0.0303 -0.0023 0.87
C -1.024 -3.202 3.144 -0.0262 0.0949 -0.0011 -0.67
C -1.519 -2.421 4.181 0.0177 -0.0561 -0.0083 -0.05
C -1.779 -1.083 3.935 0.0147 0.0196 -0.0421 -0.02
C -1.535 -0.573 2.672 -0.0060 0.0398 0.0070 -0.16
N -1.055 -1.319 1.672 0.0826 -0.0744 -0.0548 -0.08
C -0.809 -2.610 1.909 -0.0523 -0.0393 0.0856 -0.21
H -1.702 -2.857 5.154 -0.0029 0.0015 0.0040 0.13
H -2.172 -0.444 4.714 -0.0032 0.0025 0.0045 0.13
H -1.734 0.469 2.447 -0.0034 0.0105 0.0054 0.10
H -0.452 -3.220 1.089 0.0016 -0.0248 -0.0145 0.09
```
Forces are in eV/Å.

Record 2
# C26H20N7O2S2Y

A molecular structure, C26H20N7O2S2Y (ωB97M-V/def2-TZVPD, the OMol25 dataset).

The LUMO energy is -0.71 eV. The HOMO-LUMO gap comes out at 6.629 eV. Its energy above the lowest of the compared OMol25 structures with the same formula, charge and spin is 0.0 kJ/mol. For the HOMO energy, the calculation gives -7.3439 eV. The multiplicity is 1.

XYZ file:
```
58
Properties=species:S:1:pos:R:3:forces:R:3:nbo_charge:R:1
Y -0.099 -0.499 0.060 0.1310 -0.1688 0.1824 1.96
O -1.533 3.675 0.135 0.0138 -0.0241 0.0563 -0.64
C -1.356 2.462 0.177 -0.0221 0.1581 -0.0986 0.63
N -0.358 1.725 -0.331 0.0081 -0.2264 -0.0729 -0.82
C 0.589 2.252 -1.232 0.0166 0.1121 -0.1065 0.11
C 1.014 3.577 -1.234 0.0437 -0.0278 -0.0149 -0.23
C 1.944 4.015 -2.169 -0.0117 0.0378 0.0342 -0.23
C 2.444 3.139 -3.115 0.0190 -0.0306 -0.0390 -0.23
C 2.041 1.808 -3.125 0.0172 0.0273 0.0360 -0.27
C 1.127 1.342 -2.181 -0.0177 0.0514 -0.0514 0.19
N 0.689 0.003 -2.061 -0.1064 -0.0081 0.1524 -0.82
C 1.005 -0.958 -2.937 0.0140 0.0708 -0.1610 0.59
O 1.752 -0.928 -3.914 -0.0098 -0.0262 0.0212 -0.65
C 0.277 -2.269 -2.663 -0.0015 0.0376 -0.0056 0.23
C 0.310 -3.271 -3.621 -0.0151 0.0164 0.0384 -0.23
C -0.406 -4.433 -3.396 0.0119 -0.0117 -0.0253 -0.14
C -1.122 -4.568 -2.216 -0.0042 0.0036 0.0283 -0.25
C -1.084 -3.535 -1.299 0.0442 -0.0151 -0.0397 0.06
N -0.403 -2.404 -1.516 -0.0122 0.0002 0.0575 -0.57
C -2.445 1.611 0.817 0.0650 0.0198 -0.0462 0.16
C -3.522 2.233 1.425 -0.0221 -0.0398 0.0001 -0.21
C -4.551 1.452 1.920 -0.0084 0.0272 0.0084 -0.14
C -4.474 0.075 1.790 0.0289 -0.0498 -0.0065 -0.25
C -3.355 -0.471 1.191 -0.0154 0.0630 0.0268 0.07
N -2.354 0.277 0.713 -0.0365 0.0008 0.1083 -0.55
H 0.596 4.258 -0.510 -0.0055 0.0038 -0.0021 0.24
H 2.262 5.050 -2.160 0.0002 -0.0003 -0.0033 0.21
H 3.155 3.482 -3.856 0.0024 0.0005 0.0011 0.21
H 2.434 1.120 -3.855 0.0018 0.0066 -0.0092 0.25
H 0.889 -3.099 -4.516 0.0065 0.0043 0.0007 0.26
H -0.408 -5.225 -4.133 -0.0016 -0.0039 0.0030 0.22
H -1.695 -5.459 -2.000 0.0006 0.0002 0.0028 0.23
H -1.607 -3.606 -0.353 -0.0062 -0.0084 -0.0048 0.22
H -3.528 3.312 1.476 0.0261 0.0039 -0.0155 0.26
H -5.405 1.912 2.401 -0.0031 -0.0058 -0.0008 0.22
H -5.255 -0.575 2.160 -0.0022 0.0062 0.0016 0.23
H -3.231 -1.543 1.106 -0.0160 0.0028 -0.0006 0.22
C -2.662 -3.441 4.158 -0.1053 -0.1460 -0.0151 -0.75
S -2.109 -1.773 4.520 0.0108 0.0943 0.0518 0.31
C -0.970 -1.407 3.236 0.0790 -0.0211 0.1427 -0.05
S -0.699 -2.523 1.936 -0.0529 -0.0883 -0.0401 -0.37
N -0.370 -0.268 3.437 -0.1327 -0.1713 -0.0891 -0.39
N 0.491 0.022 2.410 0.0649 0.2172 -0.0765 -0.32
C 1.479 0.782 2.663 -0.1137 -0.1000 0.0279 0.09
C 2.466 0.986 1.598 0.0713 -0.0006 -0.0494 0.16
C 3.491 1.904 1.740 -0.0211 -0.0371 -0.0089 -0.22
C 4.433 2.018 0.727 0.0125 -0.0013 -0.0121 -0.14
C 4.326 1.197 -0.377 -0.0007 -0.0115 -0.0079 -0.23
C 3.259 0.311 -0.447 -0.0120 -0.0016 0.0075 0.10
N 2.340 0.200 0.509 0.0004 0.1446 -0.0105 -0.51
H -3.321 -3.696 4.989 0.0065 -0.0030 -0.0147 0.23
H -1.838 -4.149 4.126 0.0474 0.0612 0.0182 0.24
H -3.221 -3.499 3.228 0.0058 0.0507 -0.0102 0.22
H 1.628 1.213 3.650 0.0029 -0.0027 0.0084 0.20
H 3.541 2.522 2.626 -0.0070 -0.0044 0.0098 0.23
H 5.236 2.738 0.803 -0.0032 0.0048 0.0050 0.23
H 5.030 1.245 -1.194 0.0042 0.0085 0.0044 0.23
H 3.129 -0.320 -1.317 0.0096 0.0002 0.0036 0.22
```
Forces are in eV/Å.

Record 3
# C21H48HfO3P2

A molecular structure, C21H48HfO3P2 in a non-equilibrium geometry (ωB97M-V/def2-TZVPD, the OMol25 dataset).

The LUMO energy (alpha / beta) is -17.20 / -17.20 eV. The HOMO-LUMO gap (alpha / beta) comes out at 5.183 / 5.184 eV. Its energy above the lowest of the compared OMol25 structures with the same formula, charge and spin is 0.0 kJ/mol. For the HOMO energy (alpha / beta), the calculation gives -22.3804 / -22.3808 eV. The multiplicity is 1. As for the net charge: +4.

XYZ file:
```
75
Properties=species:S:1:pos:R:3:forces:R:3:lowdin_charge:R:1
Hf 0.186 0.088 0.045 2.6166 -0.1667 3.6182 1.38
C -1.184 1.663 0.271 -8.3569 9.3732 1.1742 -0.11
O -1.950 2.565 0.389 5.1691 -5.9651 -0.4446 0.26
C 0.730 -1.681 -0.963 2.9495 -9.8150 -6.1416 -0.08
O 1.054 -2.650 -1.559 -2.0410 6.1682 3.8683 0.27
P -2.107 -1.192 -0.096 -2.8000 -1.1528 -0.6970 1.00
C -3.046 -0.967 -1.669 0.1189 0.3619 -0.4155 -0.52
H -3.839 -1.726 -1.613 0.3338 0.1945 0.1222 0.10
C -2.003 -3.054 0.004 0.9169 -0.8032 0.0817 -0.50
H -1.170 -3.259 -0.689 -0.3371 -0.2014 0.1250 0.07
C -3.373 -0.621 1.137 0.1284 0.7632 0.6817 -0.50
H -3.430 0.457 0.914 -0.1928 -0.2604 0.0349 0.09
C 2.655 2.873 1.127 -0.4185 0.4615 0.7659 -0.52
P 2.363 1.447 0.008 1.8432 1.3630 -0.8671 0.98
H 2.980 2.442 -2.068 -0.3814 -0.2602 -0.2871 0.14
H 1.760 3.500 0.987 0.1735 -0.0945 0.0038 0.11
C 4.023 0.685 -0.341 0.5191 -0.7489 0.1025 -0.48
H 4.667 1.558 -0.544 -0.3157 -0.1694 0.0653 0.13
C -1.594 -3.543 1.396 0.0768 -0.3276 0.0828 -0.08
H -1.288 -4.598 1.312 -0.1141 0.3424 0.0808 0.12
H -2.435 -3.505 2.103 0.3856 -0.0668 -0.2660 0.09
H -0.741 -2.989 1.812 -0.1323 -0.0429 0.0688 0.06
C -3.231 -3.837 -0.491 -0.2678 0.2769 -0.1524 -0.04
H -4.104 -3.687 0.156 0.3110 -0.1265 -0.2959 0.09
H -2.978 -4.906 -0.458 0.0646 0.2510 0.0314 0.13
H -3.498 -3.605 -1.528 0.0313 -0.2127 0.2629 0.09
C -4.763 -1.236 0.939 -0.1774 -0.2501 -0.0354 -0.04
H -5.119 -1.205 -0.094 0.0289 -0.0943 0.3162 0.08
H -5.476 -0.651 1.536 0.2052 -0.0580 -0.0728 0.13
H -4.809 -2.268 1.307 0.0067 0.3596 -0.0524 0.09
C -2.918 -0.769 2.588 -0.3417 0.0228 0.3102 -0.07
H -3.624 -0.219 3.228 0.2604 -0.1727 -0.1055 0.12
H -1.918 -0.348 2.768 -0.1825 -0.0154 0.0554 0.04
H -2.921 -1.815 2.915 0.0522 0.4285 0.0027 0.09
C -3.721 0.411 -1.741 -0.2197 0.1522 0.0351 -0.09
H -4.734 0.384 -1.320 0.3185 0.0898 -0.1654 0.10
H -3.809 0.726 -2.787 -0.0166 0.0149 0.2288 0.11
H -3.158 1.177 -1.193 -0.4891 -0.1255 -0.3487 0.02
C -2.167 -1.303 -2.871 -0.1674 -0.2368 -0.2255 -0.09
H -1.320 -0.613 -2.976 0.0169 -0.0778 -0.1179 0.04
H -2.773 -1.220 -3.785 0.2758 -0.0566 0.1537 0.13
H -1.775 -2.327 -2.826 -0.0852 0.1551 -0.0831 0.09
C 3.886 3.690 0.728 0.2264 -0.1191 -0.2070 -0.05
H 3.847 4.035 -0.311 0.0755 -0.0200 0.1606 0.09
H 4.814 3.127 0.879 -0.1520 0.1655 0.0237 0.10
H 3.938 4.578 1.371 -0.0876 -0.1784 -0.1262 0.12
C 2.692 2.442 2.596 0.0845 -0.0699 0.2307 -0.08
H 3.452 1.674 2.789 -0.1920 0.3029 0.0342 0.07
C 1.255 1.104 -2.449 0.9104 0.4124 -0.3267 -0.12
H 1.717 2.065 2.933 0.1234 0.0661 0.0168 0.07
H 2.937 3.315 3.216 -0.0853 -0.2727 -0.1244 0.12
C 1.142 3.474 -1.573 0.1040 -0.0540 -0.2576 -0.06
H 0.359 0.692 -1.873 0.2115 0.1847 -0.9886 -0.06
H 0.796 1.548 -3.347 -0.2265 -0.4003 0.2453 0.14
H 1.893 0.267 -2.757 -0.2721 0.1059 0.1565 0.09
C 1.991 2.197 -1.650 -0.2901 0.0303 0.2201 -0.50
H 0.799 3.723 -2.587 0.0376 0.0915 0.2569 0.12
H 1.701 4.337 -1.188 -0.2561 -0.3079 -0.0409 0.11
H 0.248 3.314 -0.951 0.1018 0.2350 -0.0636 0.05
C 4.031 -0.229 -1.573 -0.0287 0.1603 -0.0957 -0.07
H 3.273 -1.022 -1.496 0.2485 0.0202 -0.0190 0.06
H 5.013 -0.718 -1.645 -0.2744 0.1523 0.0007 0.12
H 3.875 0.328 -2.503 0.1440 -0.2020 0.1127 0.09
C 4.551 -0.072 0.880 0.1819 -0.0011 0.2160 -0.07
H 3.848 -0.854 1.204 0.2201 0.0929 -0.1089 0.06
H 4.774 0.584 1.730 -0.0302 -0.2149 -0.2290 0.08
H 5.488 -0.576 0.602 -0.2321 0.1661 0.1291 0.12
H -1.278 1.637 -1.929 -0.2252 -0.0114 -0.6985 0.07
H -1.484 1.244 -2.544 0.0206 0.4354 0.4104 0.14
C 1.464 -1.265 2.696 1.6564 -1.1762 0.7820 -0.02
O 0.507 -0.358 2.129 -1.5469 1.1732 -1.2586 -0.28
H 1.599 -2.105 2.002 -0.0933 0.1543 0.1836 0.10
H 1.090 -1.650 3.653 0.0710 0.1438 -0.2728 0.14
H 2.422 -0.740 2.823 -0.4498 -0.1424 0.1350 0.10
H -0.079 0.028 2.813 0.2588 -0.1997 0.0047 0.13
```
Forces are in eV/Å.

Which formula does entry 1 have?
C33H30BrN4O2Pb